#1
{"formula": "CH3O4PS", "method": "ωB97M-V/def2-TZVPD", "elements": ["C", "O", "O", "O", "O", "P", "S", "H", "H", "H"], "positions_angstrom": [[2.103, 0.294, 1.231], [-2.926, 0.099, 0.912], [-2.815, 2.164, -0.507], [-3.341, 2.569, 1.954], [-1.023, 1.636, 1.310], [-2.538, 1.778, 0.941], [1.163, 1.196, 0.154], [2.460, 0.759, 2.046], [1.810, -0.731, 1.243], [-2.019, -0.083, 0.528]], "nbo_charge": [-0.692, -1.060, -1.266, -1.231, -1.214, 2.482, 0.193, 0.155, 0.165, 0.468], "homo_energy_ev": [0.36, 0.36], "total_charge": -2, "gap_ev": [5.44, 5.44]}

=====

#2
{"formula": "CH3O4PS", "method": "ωB97M-V/def2-TZVPD", "elements": ["C", "O", "O", "O", "O", "P", "S", "H", "H", "H"], "positions_angstrom": [[1.771, 0.036, -0.227], [-2.874, 0.114, 1.192], [-1.245, -1.804, 0.724], [-2.232, -0.439, -1.272], [-0.167, 1.705, 0.163], [-1.987, -0.633, 0.222], [1.366, 1.861, 0.061], [0.987, -0.645, 0.250], [2.665, -0.034, 0.214], [1.716, -0.161, -1.327]], "nbo_charge": [-0.810, -1.154, -1.163, -1.149, -1.105, 2.449, 0.346, 0.241, 0.165, 0.179], "homo_energy_ev": 1.50, "total_charge": -2, "gap_ev": 4.74}

=====

Of them, #2 has the lowest stability.

=====

#1
{"formula": "C3H5NO2S2", "method": "ωB97M-V/def2-TZVPD", "elements": ["C", "C", "C", "S", "S", "N", "O", "O", "H", "H", "H", "H", "H"], "positions_angstrom": [[1.394, 0.435, -0.179], [-0.011, -0.462, -0.479], [-1.194, 0.468, -0.290], [-2.068, 0.936, -1.594], [-1.475, 1.086, 1.329], [0.185, -1.592, 0.520], [0.781, -2.511, 0.106], [-0.126, -1.321, 1.675], [1.314, 1.036, 0.834], [1.392, 1.105, -1.016], [2.251, -0.164, -0.294], [0.054, -0.870, -1.478], [-2.495, 1.853, 0.867]], "nbo_charge": [-0.578, -0.200, -0.311, 0.041, 0.151, 0.552, -0.335, -0.401, 0.238, 0.220, 0.225, 0.254, 0.143], "homo_energy_ev": -9.23, "total_charge": 0, "gap_ev": 8.44, "smiles": "C[C@H](C(=S)S)[N+](=O)[O-]"}

=====

#2
{"formula": "C3H5NO2S2", "method": "ωB97M-V/def2-TZVPD", "elements": ["C", "S", "C", "N", "O", "C", "O", "S", "H", "H", "H", "H", "H"], "positions_angstrom": [[2.200, -0.444, 0.210], [0.728, -1.510, -0.359], [-0.639, -0.305, -0.163], [-0.643, 0.992, -0.236], [0.465, 1.765, -0.361], [-1.981, -1.071, -0.048], [-1.938, -2.238, -0.206], [-3.461, 0.031, -0.083], [3.015, -1.097, 0.462], [1.963, -0.012, 1.234], [2.523, 0.277, -0.491], [0.220, 2.626, -0.367], [-2.451, 0.988, 0.406]], "nbo_charge": [-0.706, 0.232, -0.030, -0.158, -0.518, 0.418, -0.502, -0.086, 0.224, 0.225, 0.224, 0.480, 0.198], "homo_energy_ev": -9.17, "total_charge": 0, "gap_ev": 9.12, "smiles": "CS/C(=N\\O)C(=O)S"}

=====

Of them, #1 has the lowest stability.

=====

#1
{"formula": "C9H12N2O", "method": "ωB97M-V/def2-TZVPD", "elements": ["C", "C", "C", "C", "C", "C", "C", "C", "C", "H", "H", "H", "H", "H", "H", "H", "H", "H", "H", "H", "H", "N", "N", "O"], "positions_angstrom": [[-2.798, -0.271, 0.806], [-1.310, 1.114, -0.555], [-0.214, 1.544, 0.413], [0.938, 0.568, 0.317], [1.268, -0.636, 0.953], [2.269, -1.626, 0.766], [3.128, -1.240, -0.227], [2.929, -0.095, -1.156], [1.889, 0.866, -0.558], [-4.131, 0.289, 0.403], [-2.295, 0.796, 1.451], [-2.677, -1.460, 1.117], [-0.800, 1.261, -1.619], [-2.176, 1.783, -0.322], [0.020, 2.528, 0.075], [-0.683, 1.647, 1.543], [0.435, -0.966, 1.633], [2.013, -2.709, 0.958], [3.804, -2.049, -0.507], [3.374, -0.054, -2.130], [1.901, 1.832, -1.180], [-1.937, -0.063, -0.359], [-2.187, -1.044, -1.144], [-2.759, -2.015, -0.676]], "nbo_charge": [-0.497, -0.222, -0.394, -0.114, -0.153, -0.256, -0.188, -0.215, -0.164, 0.202, 0.193, 0.313, 0.246, 0.206, 0.234, 0.213, 0.189, 0.246, 0.199, 0.229, 0.194, -0.277, 0.237, -0.422], "homo_energy_ev": -8.87, "total_charge": 0, "gap_ev": 9.30}

=====

#2
{"formula": "C9H12N2O", "method": "ωB97M-V/def2-TZVPD", "elements": ["C", "C", "N", "C", "C", "O", "C", "C", "C", "N", "C", "C", "H", "H", "H", "H", "H", "H", "H", "H", "H", "H", "H", "H"], "positions_angstrom": [[2.896, 0.453, 0.856], [3.063, -0.905, 0.998], [2.334, -1.754, 0.308], [1.394, -1.215, -0.493], [1.039, 0.129, -0.528], [0.114, 0.448, -1.425], [-1.205, 0.865, -0.985], [-2.124, -0.214, -1.208], [-2.206, -0.989, 0.198], [-1.629, -0.085, 1.173], [-1.325, 1.167, 0.497], [1.873, 1.051, 0.190], [3.549, 1.101, 1.446], [3.971, -1.210, 1.557], [0.818, -1.980, -1.088], [-1.239, 1.878, -1.557], [-1.898, -0.856, -2.047], [-3.176, 0.128, -1.491], [-3.202, -1.283, 0.465], [-1.611, -1.953, 0.158], [-0.707, -0.483, 1.276], [-2.062, 1.963, 0.525], [-0.413, 1.641, 0.960], [1.748, 2.105, 0.215]], "nbo_charge": [-0.244, 0.012, -0.397, -0.034, 0.248, -0.524, 0.064, -0.468, -0.222, -0.605, -0.266, -0.230, 0.212, 0.196, 0.204, 0.209, 0.239, 0.222, 0.195, 0.190, 0.357, 0.201, 0.216, 0.226], "homo_energy_ev": -9.10, "total_charge": 0, "gap_ev": 9.89, "smiles": "c1cncc(O[C@H]2CCNC2)c1"}

=====

Of them, #1 has the lowest stability.

=====

#1
{"formula": "CH5IN2", "method": "ωB97M-V/def2-TZVPD", "elements": ["H", "N", "N", "C", "H", "H", "H", "I", "H"], "positions_angstrom": [[0.099, -0.030, -1.733], [0.902, -0.321, -1.042], [0.567, -0.322, 0.130], [-0.808, 0.127, 0.407], [-1.619, -0.586, 0.313], [-0.777, 0.582, 1.397], [-0.981, 0.826, -0.408], [4.428, -0.033, 0.052], [3.081, 0.827, -0.213]], "nbo_charge": [0.253, -0.287, -0.094, -0.495, 0.224, 0.220, 0.183, -0.109, 0.106], "homo_energy_ev": -9.43, "total_charge": 0, "gap_ev": 10.08, "smiles": "[H]/N=N\\C.I"}

=====

#2
{"formula": "CH5IN2", "method": "ωB97M-V/def2-TZVPD", "elements": ["H", "N", "N", "C", "H", "H", "H", "I", "H"], "positions_angstrom": [[-2.186, 0.375, 0.370], [-1.633, 0.230, -0.526], [-0.751, -0.589, -0.566], [-0.483, -1.330, 0.628], [-1.077, -2.275, 0.604], [0.629, -1.460, 0.713], [-1.014, -0.761, 1.374], [5.020, -0.157, 0.011], [4.657, -1.348, 0.924]], "nbo_charge": [0.256, -0.295, -0.091, -0.494, 0.224, 0.226, 0.174, -0.087, 0.087], "homo_energy_ev": -9.06, "total_charge": 0, "gap_ev": 9.76, "smiles": "[H]/N=N\\C.I"}

=====

Of them, #2 has the lowest stability.

=====

#1
{"formula": "CH5IN2", "method": "ωB97M-V/def2-TZVPD", "elements": ["C", "N", "N", "I", "H", "H", "H", "H", "H"], "positions_angstrom": [[-0.726, -1.012, -1.151], [0.276, -0.365, -0.626], [1.535, -0.742, -0.354], [0.366, 2.569, 3.170], [-1.011, 3.169, 2.766], [-0.528, -2.016, -1.572], [-1.698, -0.492, -1.259], [0.172, 0.544, -0.151], [1.614, -1.655, -0.824]], "nbo_charge": [-0.298, -0.210, -0.587, -0.088, 0.089, 0.194, 0.201, 0.411, 0.287], "homo_energy_ev": -7.87, "total_charge": 0, "gap_ev": 8.51}

=====

#2
{"formula": "CH5IN2", "method": "ωB97M-V/def2-TZVPD", "elements": ["C", "N", "N", "I", "H", "H", "H", "H", "H"], "positions_angstrom": [[-0.376, 0.923, 0.470], [-0.991, 0.102, -0.497], [1.915, -1.611, 0.245], [1.817, 0.234, 0.482], [-2.008, -0.057, -0.442], [-0.146, 1.888, 0.090], [-0.902, 0.735, 1.394], [-0.578, -0.269, -1.305], [1.269, -1.945, -0.436]], "nbo_charge": [-0.305, -0.881, -1.201, 0.880, 0.388, 0.183, 0.215, 0.386, 0.335], "homo_energy_ev": [-7.62, -7.62], "total_charge": 0, "gap_ev": [8.04, 8.04]}

=====

Of them, #2 has the lowest stability.

=====

#1
{"formula": "C3H13N4", "method": "ωB97M-V/def2-TZVPD", "elements": ["C", "N", "C", "N", "H", "H", "H", "H", "H", "H", "H", "H", "N", "C", "N", "H", "H", "H", "H", "H"], "positions_angstrom": [[3.128, -0.311, -0.755], [1.918, -0.700, 0.003], [0.727, -0.735, -0.905], [0.151, 0.626, -1.132], [3.957, -0.262, -0.049], [3.354, -1.080, -1.507], [2.955, 0.632, -1.270], [1.991, -1.658, 0.376], [-0.081, -1.345, -0.497], [1.053, -1.151, -1.873], [0.727, 1.263, -0.577], [0.350, 0.859, -2.103], [-1.559, -0.254, 1.871], [-2.308, 0.652, 1.258], [-2.472, 0.749, -0.031], [-1.246, -1.094, 1.401], [-0.912, 0.015, 2.607], [-2.756, 1.389, 1.922], [-3.315, 1.183, -0.390], [-1.695, 0.511, -0.717]], "nbo_charge": [-0.481, -0.093, -0.123, -0.824, 0.284, 0.305, 0.253, 0.427, 0.212, 0.280, 0.391, 0.410, -0.728, 0.424, -0.717, 0.402, 0.439, 0.236, 0.451, 0.454], "homo_energy_ev": [-19.01, -19.00], "total_charge": 2, "spin_multiplicity": 2, "gap_ev": [11.88, 6.46]}

=====

#2
{"formula": "C3H13N4", "method": "ωB97M-V/def2-TZVPD", "elements": ["N", "C", "N", "H", "H", "H", "H", "H", "H", "C", "N", "C", "N", "H", "H", "H", "H", "H", "H", "H"], "positions_angstrom": [[0.107, 0.490, 1.426], [0.979, -0.695, 1.253], [2.067, -0.962, 2.255], [-0.292, 0.470, 2.371], [0.728, 1.302, 1.490], [0.328, -1.569, 1.252], [1.510, -0.630, 0.261], [2.643, -0.129, 2.543], [1.632, -1.248, 3.124], [0.542, 1.152, -2.255], [-2.248, -0.578, -0.504], [-1.388, 0.403, -0.924], [-0.337, 0.122, -1.681], [1.584, 1.051, -1.915], [0.158, 2.158, -1.967], [0.516, 1.122, -3.364], [-1.947, -1.497, -0.301], [-3.008, -0.254, 0.082], [-1.668, 1.424, -0.703], [-0.102, -0.862, -1.788]], "nbo_charge": [-0.640, -0.148, -0.288, 0.400, 0.395, 0.230, 0.233, 0.419, 0.403, -0.435, -0.724, 0.408, -0.502, 0.227, 0.237, 0.267, 0.415, 0.435, 0.245, 0.425], "homo_energy_ev": [-18.57, -18.55], "total_charge": 2, "spin_multiplicity": 2, "gap_ev": [11.46, 5.69]}

=====

Of them, #1 has the lowest stability.